1.
{"formula": "C37H53N3NiSi2", "method": "ωB97M-V/def2-TZVPD", "elements": ["Ni", "N", "C", "C", "C", "C", "C", "C", "C", "C", "N", "C", "H", "H", "H", "H", "H", "H", "H", "H", "C", "Si", "C", "N", "C", "C", "C", "C", "C", "C", "C", "C", "C", "C", "C", "C", "C", "C", "C", "C", "C", "H", "H", "H", "H", "H", "H", "H", "H", "H", "H", "H", "H", "H", "H", "H", "H", "H", "H", "H", "H", "H", "H", "H", "H", "C", "Si", "C", "C", "C", "C", "C", "C", "C", "C", "H", "H", "H", "H", "H", "H", "H", "H", "H", "H", "H", "H", "H", "H", "H", "H", "H", "H", "H", "H", "H"], "coordinates": [[-0.625, -0.317, 0.076], [-0.117, -2.071, 1.223], [-1.020, -2.367, 2.266], [-1.055, -3.567, 2.919], [-2.012, -3.810, 3.931], [-2.915, -2.852, 4.286], [-2.913, -1.603, 3.616], [-3.841, -0.571, 3.885], [-3.804, 0.576, 3.150], [-2.831, 0.705, 2.134], [-1.942, -0.216, 1.872], [-1.970, -1.365, 2.602], [0.407, -2.874, 0.910], [0.513, -1.282, 1.457], [-0.341, -4.340, 2.659], [-2.017, -4.772, 4.427], [-3.647, -3.035, 5.063], [-4.581, -0.713, 4.664], [-4.506, 1.381, 3.318], [-2.803, 1.595, 1.515], [-0.635, 1.516, -0.490], [0.995, 2.244, -0.058], [1.476, 1.687, 1.696], [1.573, 0.232, 1.920], [1.482, -0.103, 3.351], [2.737, 0.232, 4.151], [3.990, -0.377, 3.482], [3.617, -1.189, 2.243], [2.799, -0.332, 1.288], [0.947, 4.127, 0.102], [0.164, 4.723, 1.097], [0.071, 6.102, 1.223], [0.760, 6.924, 0.341], [1.535, 6.359, -0.660], [1.626, 4.977, -0.774], [2.361, 1.827, -1.273], [3.683, 2.233, -1.061], [4.687, 1.916, -1.963], [4.385, 1.185, -3.107], [3.079, 0.781, -3.341], [2.080, 1.103, -2.430], [-0.951, 1.795, -1.493], [-1.347, 2.011, 0.192], [0.678, 2.073, 2.341], [2.397, 2.198, 2.022], [1.272, -1.173, 3.448], [0.608, 0.413, 3.752], [2.610, -0.149, 5.166], [2.839, 1.315, 4.241], [4.546, -0.993, 4.189], [4.668, 0.422, 3.170], [3.069, -2.094, 2.522], [4.515, -1.525, 1.721], [2.525, -0.893, 0.388], [3.431, 0.491, 0.944], [-0.395, 4.101, 1.791], [-0.541, 6.535, 2.005], [0.688, 8.001, 0.433], [2.069, 6.994, -1.355], [2.237, 4.554, -1.564], [3.934, 2.813, -0.177], [5.704, 2.240, -1.780], [5.166, 0.936, -3.814], [2.838, 0.213, -4.232], [1.060, 0.779, -2.612], [-2.779, -2.585, -0.689], [-1.569, -1.486, -1.666], [-2.704, -0.470, -2.852], [-1.953, 0.536, -3.734], [-3.686, 0.307, -1.957], [-3.538, -1.356, -3.788], [-0.466, -2.766, -2.619], [-1.272, -3.972, -3.123], [0.265, -2.145, -3.812], [0.601, -3.311, -1.660], [-3.454, -3.139, -1.347], [-3.393, -1.989, -0.008], [-2.243, -3.319, -0.081], [-1.340, 1.227, -3.158], [-2.676, 1.135, -4.302], [-1.303, 0.044, -4.458], [-3.165, 0.913, -1.213], [-4.370, -0.365, -1.432], [-4.296, 0.980, -2.573], [-2.920, -1.828, -4.555], [-4.281, -0.740, -4.310], [-4.079, -2.141, -3.257], [-2.062, -3.689, -3.818], [-1.733, -4.525, -2.301], [-0.606, -4.667, -3.650], [-0.423, -1.892, -4.621], [0.992, -2.859, -4.219], [0.811, -1.243, -3.531], [0.147, -3.836, -0.814], [1.247, -2.513, -1.280], [1.237, -4.036, -2.184]], "gap_ev": [7.08, 6.30], "e_lumo_ev": [-0.27, -0.21], "homo_ev": [-7.351, -6.516], "e_tot_ha": -3693.267924}

2.
{"formula": "C10H73BClFNbO33S", "method": "ωB97M-V/def2-TZVPD", "elements": ["C", "O", "B", "O", "Nb", "F", "S", "Cl", "C", "C", "C", "O", "O", "C", "C", "C", "C", "C", "C", "H", "H", "H", "H", "H", "H", "H", "H", "H", "H", "H", "H", "H", "H", "H", "O", "H", "H", "O", "H", "H", "O", "H", "H", "O", "H", "H", "O", "H", "H", "O", "H", "H", "O", "H", "H", "O", "H", "H", "O", "H", "H", "O", "H", "H", "O", "H", "H", "O", "H", "H", "O", "H", "H", "O", "H", "H", "O", "H", "H", "O", "H", "H", "O", "H", "H", "O", "H", "H", "O", "H", "H", "O", "H", "H", "O", "H", "H", "O", "H", "H", "O", "H", "H", "O", "H", "H", "O", "H", "H", "O", "H", "H", "O", "H", "H", "O", "H", "H", "O", "H", "H"], "coordinates": [[-0.724, 1.618, -5.466], [0.299, 0.628, -5.258], [0.720, 0.529, -3.940], [1.961, 1.096, -3.631], [-0.657, -0.516, -2.363], [-1.855, -1.033, -3.884], [0.417, -2.719, -2.632], [-1.748, 1.700, -2.109], [0.757, -0.140, -0.670], [0.620, 1.232, 0.034], [1.593, 1.249, 1.172], [1.278, 0.941, 2.308], [2.887, 1.624, 0.880], [-2.320, -1.295, -0.973], [-2.366, -1.055, 0.396], [-3.401, -1.504, 1.168], [-4.437, -2.211, 0.610], [-4.421, -2.467, -0.729], [-3.366, -2.020, -1.488], [-1.697, 1.277, -5.105], [-0.482, 2.528, -4.912], [-0.824, 1.799, -6.529], [1.938, 2.013, -3.932], [1.092, -3.035, -1.511], [1.763, -0.188, -1.108], [0.733, -0.949, 0.071], [-0.381, 1.418, 0.409], [0.947, 1.991, -0.675], [2.973, 2.522, 1.224], [-1.561, -0.469, 0.827], [-3.462, -1.322, 2.234], [-5.241, -2.554, 1.240], [-5.226, -2.998, -1.218], [-3.416, -2.250, -2.547], [-2.228, 5.090, -1.876], [-2.318, 4.128, -1.911], [-2.368, 5.301, -0.946], [3.290, 1.163, 4.437], [2.506, 1.016, 3.896], [2.940, 1.561, 5.241], [3.886, -1.958, 3.631], [4.542, -1.877, 2.935], [3.709, -1.040, 3.859], [-3.375, 7.658, -0.982], [-3.084, 8.486, -1.372], [-3.162, 6.994, -1.651], [-2.141, 3.950, -6.975], [-2.415, 4.784, -6.577], [-2.224, 4.102, -7.921], [6.197, -0.054, 3.412], [6.054, 0.001, 2.461], [5.635, 0.647, 3.770], [-2.514, -5.322, 1.170], [-2.919, -4.524, 0.804], [-1.603, -5.071, 1.333], [-5.394, -4.933, 1.019], [-4.716, -5.483, 1.434], [-5.381, -5.206, 0.097], [-0.172, -3.648, 1.334], [-0.570, -2.834, 0.991], [0.745, -3.410, 1.501], [-0.412, 6.308, -6.818], [-0.191, 5.452, -7.214], [-0.176, 6.198, -5.889], [-1.320, -5.773, -1.878], [-0.715, -6.425, -2.242], [-0.810, -4.952, -1.883], [8.750, -1.495, 1.836], [8.240, -0.949, 2.451], [8.087, -1.901, 1.272], [-0.288, 3.046, 3.850], [0.286, 2.387, 3.440], [0.233, 3.854, 3.849], [0.290, -1.482, 3.708], [0.406, -0.564, 3.431], [1.181, -1.771, 3.940], [-1.347, -5.411, 4.209], [-1.080, -4.592, 3.769], [-1.135, -6.097, 3.567], [10.010, 0.729, 2.891], [10.201, -0.073, 2.389], [10.302, 0.526, 3.784], [1.306, 0.551, 6.361], [1.273, 0.250, 7.278], [0.594, 0.064, 5.931], [0.074, -0.616, 8.608], [0.053, -0.916, 9.526], [-0.640, -1.105, 8.184], [2.302, 5.926, -5.803], [1.936, 6.732, -6.188], [3.211, 6.161, -5.572], [0.828, -4.433, -5.607], [0.039, -4.632, -6.120], [0.491, -3.976, -4.825], [-4.389, -2.091, -5.474], [-4.774, -1.277, -5.812], [-3.469, -1.852, -5.299], [-3.961, -3.787, 5.211], [-4.688, -4.295, 4.836], [-3.173, -4.175, 4.812], [1.295, 3.548, -7.687], [1.770, 3.624, -6.852], [1.990, 3.530, -8.351], [0.635, 7.612, -3.952], [1.512, 7.236, -3.822], [0.719, 8.529, -3.671], [-3.693, -7.311, 4.770], [-3.104, -7.992, 4.434], [-3.177, -6.497, 4.698], [2.088, -2.149, 9.961], [2.407, -1.300, 9.641], [2.308, -2.761, 9.251], [5.356, 6.053, -6.252], [6.031, 5.540, -5.796], [5.418, 5.763, -7.167], [-0.847, 1.513, 10.898], [-0.533, 2.364, 10.577], [-0.629, 0.901, 10.188], [-7.639, -2.583, -6.073], [-8.028, -1.771, -6.408], [-6.718, -2.355, -5.902]], "gap_ev": 6.17, "e_lumo_ev": 0.89, "homo_ev": -5.281, "e_tot_ha": -3947.974490, "total_charge": -1}

3.
{"formula": "C4H4O2", "method": "ωB97M-V/def2-TZVPD", "elements": ["C", "C", "C", "C", "O", "O", "H", "H", "H", "H"], "coordinates": [[0.155, 2.564, 1.327], [-0.442, 1.962, 0.256], [-0.609, 0.547, 1.007], [-0.043, -0.633, 0.282], [0.904, 3.068, 2.054], [-1.641, 1.269, 0.405], [-0.181, 2.192, -0.775], [1.004, -0.744, 0.557], [-0.126, -0.574, -0.810], [-0.572, -1.521, 0.631]], "gap_ev": [7.82, 7.83], "e_lumo_ev": [-0.08, -0.08], "homo_ev": [-7.903, -7.905], "e_tot_ha": -305.116003}

4.
{"formula": "C23H20N2O3S", "method": "ωB97M-V/def2-TZVPD", "elements": ["C", "C", "C", "C", "N", "C", "O", "C", "C", "C", "C", "C", "H", "H", "H", "C", "N", "C", "C", "C", "C", "C", "C", "H", "H", "H", "H", "H", "S", "O", "O", "C", "C", "C", "C", "C", "C", "H", "H", "H", "H", "H", "H", "H", "H", "H", "H", "H", "H"], "coordinates": [[-6.554, -0.321, -0.321], [-5.242, -0.668, -0.064], [-4.241, -0.707, -1.018], [-2.827, -0.899, -0.703], [-1.801, -0.710, -1.778], [-0.378, -0.995, -1.324], [0.463, -0.828, -2.124], [-0.089, -1.507, -0.104], [-1.030, -1.634, 0.852], [-2.490, -1.277, 0.623], [-3.409, -1.575, 1.637], [-4.659, -1.172, 1.158], [-5.583, -0.954, 1.844], [-3.251, -1.764, 2.648], [-0.820, -1.877, 1.826], [1.414, -1.617, 0.441], [1.987, -0.223, 0.329], [3.408, -0.249, -0.015], [3.784, 0.763, -0.618], [5.237, 0.941, -0.851], [6.078, -0.149, -1.003], [5.653, -1.399, -0.261], [4.225, -1.528, 0.064], [3.916, -2.379, 0.564], [6.173, -2.412, -0.577], [6.978, -0.100, -1.240], [5.568, 2.089, -1.376], [3.225, 1.591, -0.616], [1.413, 0.829, 1.393], [2.248, 1.859, 1.617], [0.733, -0.003, 2.389], [0.042, 1.466, 0.156], [-1.254, 1.621, 0.893], [-2.234, 2.330, 0.072], [-1.993, 2.622, -1.215], [-0.808, 2.167, -1.708], [0.225, 1.779, -1.197], [1.227, 1.660, -1.199], [-0.580, 2.595, -2.785], [-2.702, 2.874, -1.683], [-3.305, 2.455, 0.705], [-1.222, 1.342, 2.141], [1.880, -2.239, -0.442], [1.493, -2.012, 1.304], [-1.893, -0.651, -2.609], [-4.471, -0.249, -2.041], [-6.975, 0.540, 0.298], [-6.722, 0.180, -1.409], [-7.160, -1.322, -0.390]], "gap_ev": 8.23, "e_lumo_ev": -0.04, "homo_ev": -8.267, "smiles": "Cc1ccc2cc(CN(c3ccccc3)S(=O)(=O)c3ccccc3)c(=O)[nH]c2c1", "e_tot_ha": -1621.343492}